Entry 1:
This record from the OMol25 dataset describes an isolated ion of composition C2H8N2 and charge -1. The level of theory is ωB97M-V/def2-TZVPD.

Computed properties:
Spin multiplicity: 2
Net charge: -1
⟨S²⟩: 0.750

```
12
C2H8N2 | the OMol25 dataset | ωB97M-V/def2-TZVPD
N -1.438 1.231 0.534
C -0.615 0.025 0.660
C 0.365 -0.159 -0.475
N 1.288 -1.270 -0.234
H -1.469 1.521 -0.439
H -0.924 2.031 0.910
H -1.249 -0.853 0.734
H -0.085 0.060 1.610
H -0.119 -0.290 -1.445
H 0.956 0.760 -0.601
H 1.059 -2.080 -0.794
H 2.231 -0.976 -0.460
```

Entry 2:
This record from the OMol25 dataset describes C33H35F6N3O7P5STeV as an isolated structure. The level of theory is ωB97M-V/def2-TZVPD.

Computed properties:
Spin multiplicity: 4
Net charge: +1
⟨S²⟩: 3.757

```
92
C33H35F6N3O7P5STeV | the OMol25 dataset | ωB97M-V/def2-TZVPD
V 0.470 0.808 1.018
C 2.471 4.495 3.179
C 2.179 3.007 3.055
O 2.610 2.366 4.248
P 2.941 2.290 1.555
O 4.487 2.550 1.589
O 2.464 3.219 0.375
O 2.544 0.847 1.460
P 0.379 2.598 2.869
O -0.405 3.534 3.872
O -0.078 2.850 1.432
O 0.267 1.115 3.148
H 3.543 4.679 3.132
H 2.108 4.847 4.144
H 1.981 5.066 2.391
H 2.406 1.421 4.175
H 4.992 2.067 0.913
H 1.498 3.342 0.332
H -0.019 3.582 4.762
Te -2.793 -3.623 0.692
C -4.640 -3.634 1.707
C -4.733 -4.219 2.962
C -5.957 -4.194 3.620
N -7.049 -3.626 3.122
C -6.951 -3.076 1.915
C -5.783 -3.062 1.166
C -2.609 -1.545 0.396
P -2.804 -1.058 -1.188
C -4.194 -1.747 -2.099
C -5.361 -0.984 -2.183
C -6.485 -1.506 -2.803
C -6.451 -2.786 -3.341
C -5.291 -3.546 -3.264
C -4.164 -3.031 -2.645
C -2.820 0.729 -1.365
C -3.643 1.439 -0.484
C -3.681 2.821 -0.541
C -2.899 3.502 -1.464
C -2.084 2.800 -2.340
C -2.049 1.414 -2.296
P -1.542 -0.528 1.463
C -2.684 -0.067 2.801
C -3.413 -1.040 3.483
C -4.359 -0.676 4.426
C -4.586 0.668 4.697
C -3.863 1.642 4.024
C -2.914 1.275 3.080
C -0.310 -1.683 2.117
C -0.194 -2.086 3.444
C 0.885 -2.864 3.831
C 1.865 -3.223 2.912
C 1.775 -2.798 1.597
C 0.688 -2.030 1.201
H -3.876 -4.683 3.435
H -6.055 -4.644 4.602
H -7.855 -2.626 1.520
H -5.780 -2.609 0.184
H -5.396 0.014 -1.766
H -7.388 -0.913 -2.863
H -7.330 -3.192 -3.822
H -5.267 -4.546 -3.676
H -3.270 -3.637 -2.562
H -4.233 0.913 0.256
H -4.310 3.366 0.149
H -2.915 4.583 -1.492
H -1.453 3.326 -3.043
H -1.367 0.891 -2.949
H -3.252 -2.090 3.270
H -4.924 -1.440 4.944
H -5.325 0.954 5.434
H -4.035 2.690 4.232
H -2.366 2.040 2.546
H -0.932 -1.778 4.172
H 0.969 -3.185 4.861
H 2.707 -3.823 3.230
H 2.545 -3.052 0.881
H 0.622 -1.714 0.158
F 0.953 1.089 -1.047
P 2.087 0.674 -2.318
F 1.835 -0.878 -1.925
F 2.211 2.228 -2.625
F 3.269 0.755 -1.252
F 0.814 0.598 -3.318
F 3.068 0.265 -3.486
N -2.143 -1.081 -4.645
C -1.085 -1.528 -3.993
N 0.025 -1.835 -4.646
S -1.044 -1.796 -2.275
H -2.102 -0.872 -5.630
H -3.005 -0.889 -4.158
H 0.140 -1.599 -5.619
H 0.871 -1.985 -4.115
```

Entry 3:
This record from the OMol25 dataset describes one molecule with the formula C3H5FN2S. The level of theory is ωB97M-V/def2-TZVPD.

Computed properties:
Structure (SMILES): FC/C=N\NC=S
Net charge: 0

```
12
C3H5FN2S | the OMol25 dataset | ωB97M-V/def2-TZVPD
F -2.381 -0.558 -1.124
C -1.268 0.235 -0.758
C 0.053 -0.586 -1.142
N 1.008 -1.048 -0.453
N 1.179 -0.565 0.819
C 0.827 0.728 1.374
S 0.551 2.073 0.530
H -1.378 0.420 0.302
H -1.370 1.186 -1.485
H 0.033 -1.397 -2.095
H 1.506 -1.319 1.571
H 1.238 0.830 2.460
```

Record order is preserved below.
Relative energy (zero: lowest compared OMol25 entry of this formula, charge and spin): 3.06; 20.51; 73.90 kcal per mole
Record order is preserved below.
Strongest force on any atom: 1.0; 1.3; 4.4 eV/A